DFT (the ωB97M-V functional and the def2-TZVPD basis) results for a cluster of 2 separate species, C2H7NO2S in total.

HOMO level   -0.344 Ha
Maximum force   4.3 eV Å⁻¹
Relative energy (zero: lowest compared OMol25 entry of this formula, charge and spin)   0.776 eV
HOMO-LUMO gap   10.0 eV
M   109.1 g mol⁻¹

```
! RIJCOSX wB97M-V def2-TZVPD def2/J DEFGRID3
* xyz 0 1
O -1.672 -0.042 0.355
S 1.813 1.604 -0.158
C -0.679 0.566 0.560
N -0.811 1.484 1.541
C 0.497 0.369 -0.367
H 1.425 1.909 1.098
H -0.022 2.071 1.822
H -1.670 1.480 2.097
H 1.027 -0.598 -0.269
H 0.032 0.398 -1.372
O 0.311 -2.859 -1.933
H 0.249 -3.840 -1.900
H -0.500 -2.543 -1.475
*
```

DFT (the ωB97M-V functional and the def2-TZVPD basis) results for a cluster of 2 separate species, C29H39ClF3N5O13P2S2 in total.

HOMO level   -0.344 Ha
Maximum force   1.3 eV Å⁻¹
HOMO-LUMO gap   8.7 eV
M   884.2 g mol⁻¹

```
! RIJCOSX wB97M-V def2-TZVPD def2/J DEFGRID3
* xyz 0 1
C 6.945 -0.303 0.380
C 6.164 0.267 -0.778
O 6.197 -0.250 -1.867
N 5.389 1.457 -0.523
C 5.513 2.364 -1.666
C 3.971 1.072 -0.377
C 3.710 0.120 0.794
C 2.532 0.564 1.685
C 1.254 0.977 0.903
C -0.171 0.408 1.171
P -1.209 1.074 -0.373
O -0.514 2.547 -0.428
Cl -0.407 0.223 -2.059
C -0.243 -1.183 1.198
C -1.470 -1.785 0.466
C -2.180 -2.975 1.139
C -3.270 -3.639 0.304
O -3.890 -4.571 0.762
N -3.529 -3.174 -0.996
C -4.927 -2.991 -1.308
C -5.641 -4.024 -1.876
C -6.986 -3.853 -2.148
C -7.614 -2.658 -1.853
C -6.888 -1.624 -1.294
C -5.543 -1.790 -1.015
P 1.329 -2.159 0.534
O 1.572 -1.563 -0.975
O 0.561 -3.568 0.186
C -0.059 -1.601 2.663
O 0.284 -2.936 2.834
N 1.450 -3.038 3.731
O 1.878 -4.098 3.694
O -1.209 -1.332 3.472
S -1.180 0.162 3.997
O -2.465 0.394 4.550
O -0.018 0.370 4.799
C -0.985 1.137 2.414
C -2.456 1.565 2.095
C -3.508 0.482 1.791
C -4.822 0.782 2.486
N -5.549 1.889 1.901
O -5.223 0.154 3.431
S -0.392 2.816 3.024
O -1.124 3.024 4.239
O -0.572 3.792 1.989
C 1.406 3.039 3.568
F 2.138 3.479 2.552
F 1.311 4.021 4.456
F 1.957 1.993 4.141
H 6.588 -1.312 0.588
H 8.002 -0.334 0.118
H 6.830 0.300 1.277
H 5.038 1.992 -2.574
H 5.113 3.351 -1.436
H 6.570 2.500 -1.902
H 3.409 1.997 -0.238
H 3.636 0.633 -1.328
H 3.633 -0.921 0.492
H 4.588 0.167 1.442
H 2.933 1.442 2.180
H 2.403 -0.181 2.468
H 1.455 0.763 -0.149
H 1.187 2.063 0.911
H -1.188 3.185 -0.694
H -1.145 -2.146 -0.513
H -2.251 -1.059 0.246
H -2.704 -2.642 2.038
H -1.490 -3.766 1.413
H -3.045 -2.310 -1.197
H -5.145 -4.960 -2.089
H -7.554 -4.666 -2.579
H -8.668 -2.509 -2.041
H -7.368 -0.686 -1.046
H -4.954 -0.993 -0.574
H 2.347 -1.998 -1.354
H 0.971 -3.985 -0.580
H 0.762 -1.001 3.066
H -2.474 2.373 1.365
H -2.815 2.078 2.991
H -3.716 0.523 0.720
H -3.231 -0.529 2.069
H -6.417 1.501 1.537
H -5.857 2.463 2.684
N 4.432 2.537 -5.318
C 3.747 1.494 -4.857
C 2.505 1.112 -5.343
C 1.943 1.856 -6.367
C 2.644 2.946 -6.859
C 3.879 3.242 -6.302
H 4.221 0.933 -4.059
H 1.995 0.254 -4.927
H 0.975 1.593 -6.775
H 2.244 3.556 -7.657
H 4.458 4.085 -6.662
*
```

DFT (the ωB97M-V functional and the def2-TZVPD basis) results for a structure of composition C46H53CsFN9O3S3.

HOMO level   -0.047 Ha
Maximum force   2.2 eV Å⁻¹
Relative energy (zero: lowest compared OMol25 entry of this formula, charge and spin)   0.226 eV
HOMO-LUMO gap   4.4 eV
M   1028.1 g mol⁻¹

```
! RIJCOSX wB97M-V def2-TZVPD def2/J DEFGRID3
* xyz -2 1
Cs 1.136 -0.120 -1.185
S -1.196 1.967 -2.660
C -2.091 0.890 -3.642
S -1.517 -0.718 -3.965
C -3.342 1.281 -4.188
C -3.948 2.553 -3.911
N -4.504 3.551 -3.724
C -4.108 0.412 -5.035
N -4.762 -0.241 -5.733
C 8.701 -1.688 1.911
C 8.392 -0.204 1.768
C 9.037 0.571 2.902
C 8.607 2.030 2.905
C 7.110 2.094 3.045
C 6.475 3.117 3.701
C 5.084 3.130 3.799
F 4.503 4.163 4.458
C 4.315 2.148 3.250
C 4.947 1.111 2.560
C 4.115 0.085 1.877
O 2.929 -0.043 2.148
C 4.817 -0.700 0.870
C 6.161 -0.707 0.888
N 6.936 0.028 1.757
C 6.337 1.066 2.464
C 4.040 -1.301 -0.300
O 3.892 -2.531 -0.373
O 3.637 -0.406 -1.087
H 9.778 -1.827 2.030
H 8.381 -2.272 1.050
H 8.196 -2.087 2.794
H 8.807 0.156 0.818
H 10.119 0.471 2.809
H 8.739 0.113 3.851
H 8.921 2.508 1.971
H 9.078 2.574 3.724
H 7.047 3.927 4.140
H 3.234 2.155 3.324
H 6.713 -1.305 0.173
C -5.928 4.416 -0.291
C -6.047 3.078 0.451
C -6.618 3.317 1.855
C -7.015 2.185 -0.327
C -4.667 2.437 0.580
C -4.398 1.141 0.177
C -3.110 0.637 0.321
N -2.106 1.329 0.835
C -2.357 2.578 1.226
C -3.607 3.160 1.125
C -1.159 3.346 1.722
C -1.237 4.490 2.499
C -0.075 5.164 2.866
C 1.131 4.645 2.408
C 1.111 3.493 1.629
N -0.002 2.854 1.303
C -0.167 6.418 3.735
C -0.886 6.079 5.047
C -0.962 7.491 2.980
C 1.213 6.978 4.074
H -6.923 4.845 -0.445
H -5.455 4.278 -1.266
H -5.334 5.141 0.271
H -7.611 3.774 1.787
H -5.973 3.981 2.435
H -6.708 2.375 2.401
H -7.977 2.694 -0.423
H -7.189 1.235 0.184
H -6.641 1.974 -1.331
H -5.155 0.515 -0.271
H -2.878 -0.371 -0.008
H -3.747 4.195 1.414
H -2.204 4.846 2.834
H 2.081 5.104 2.650
H 2.040 3.062 1.265
H -1.921 5.780 4.873
H -0.891 6.950 5.708
H -0.384 5.257 5.562
H -1.968 7.144 2.738
H -0.466 7.753 2.043
H -1.048 8.396 3.590
H 1.817 6.257 4.629
H 1.097 7.873 4.692
H 1.764 7.263 3.174
C -1.000 -5.030 2.542
N 0.272 -4.396 2.812
C 1.399 -4.720 1.931
C 2.435 -3.674 2.326
N 1.602 -2.659 2.963
C 0.357 -3.096 3.228
S -0.828 -2.218 4.040
H -1.264 -4.914 1.486
H -1.763 -4.558 3.155
H -0.942 -6.092 2.788
H 1.093 -4.621 0.885
H 1.749 -5.736 2.113
H 2.988 -3.281 1.474
H 3.142 -4.082 3.057
H 1.830 -1.676 2.916
N -0.406 -3.371 -0.623
C -0.501 -3.686 -1.736
N -0.611 -4.132 -2.985
C 0.331 -3.619 -4.004
C 0.229 -4.502 -5.236
C -1.191 -4.497 -5.847
C -2.248 -4.054 -4.827
C -1.940 -4.607 -3.449
H 1.333 -3.662 -3.581
H 0.103 -2.578 -4.243
H 0.514 -5.521 -4.956
H 0.961 -4.151 -5.965
H -1.423 -5.500 -6.216
H -1.228 -3.821 -6.703
H -3.243 -4.389 -5.129
H -2.286 -2.963 -4.769
H -1.926 -5.702 -3.470
H -2.690 -4.291 -2.727
*
```

DFT (the ωB97M-V functional and the def2-TZVPD basis) results for the ion C5H14N2OP with charge +1.

HOMO level   -0.506 Ha
Maximum force   4.2 eV Å⁻¹
Relative energy (zero: lowest compared OMol25 entry of this formula, charge and spin)   1.468 eV
HOMO-LUMO gap   8.8 eV
M   149.2 g mol⁻¹

```
! RIJCOSX wB97M-V def2-TZVPD def2/J DEFGRID3
* xyz 1 1
C 0.639 -1.267 1.720
C -0.903 1.704 0.511
C -1.490 -0.842 -1.200
C -0.170 1.468 -2.146
C 1.440 0.007 -0.720
N 0.562 -1.692 2.995
N 1.776 -1.403 1.053
O -0.378 -0.803 1.153
P -0.306 0.399 -0.613
H -1.170 1.315 1.489
H -1.783 2.147 0.043
H -0.130 2.468 0.607
H -0.936 -1.732 -1.494
H -2.049 -0.456 -2.048
H -2.161 -1.102 -0.386
H 0.508 2.304 -1.992
H -1.157 1.867 -2.373
H 0.170 0.893 -3.004
H 1.740 -0.716 -1.463
H 2.155 0.764 -0.441
H 1.314 -2.209 3.417
H -0.351 -1.774 3.409
H 2.682 -1.340 1.482
*
```

DFT (the ωB97M-V functional and the def2-TZVPD basis) results for a cluster of 18 separate species, C16H68O26 in total.

HOMO level   -0.362 Ha
Maximum force   2.9 eV Å⁻¹
Relative energy (zero: lowest compared OMol25 entry of this formula, charge and spin)   0.000 eV
HOMO-LUMO gap   10.1 eV
M   676.7 g mol⁻¹

```
! RIJCOSX wB97M-V def2-TZVPD def2/J DEFGRID3
* xyz 0 1
O 0.193 -3.304 -1.899
H 0.197 -2.499 -1.327
H -0.252 -3.947 -1.326
O 0.294 -2.819 -5.901
H -0.544 -2.315 -5.956
H 0.098 -3.704 -6.179
O -0.546 -3.046 1.908
H -1.131 -3.223 1.102
H 0.360 -3.383 1.618
O 0.343 1.511 -5.399
H 0.607 1.531 -6.315
H 0.451 0.628 -4.997
O 0.675 -0.685 -3.938
H 0.843 -1.398 -4.590
H 1.375 -0.760 -3.272
O 3.395 -0.557 -2.490
H 3.849 0.258 -2.322
H 3.283 -0.982 -1.639
O -0.007 0.468 3.448
H -0.588 -0.214 3.806
H -0.570 1.145 3.018
O 4.398 2.124 -2.792
H 5.031 2.765 -3.155
H 3.468 2.459 -2.868
O 1.848 -4.401 0.970
H 2.115 -4.129 0.078
H 2.395 -3.792 1.429
O -2.367 -3.168 -0.271
H -2.087 -2.318 -0.559
H -2.467 -3.724 -1.050
C -3.388 -2.125 4.209
C -2.137 -2.693 4.902
O -0.899 -2.181 4.394
O -3.379 -0.711 4.132
H -4.253 -2.480 4.771
H -3.574 -2.529 3.213
H -2.251 -3.764 4.715
H -2.232 -2.481 5.956
H -0.926 -2.428 3.434
H -3.416 -0.359 5.011
C 2.963 -1.503 4.399
C 2.971 -0.946 2.993
O 1.762 -1.282 2.338
O 4.328 -1.528 4.785
H 2.626 -2.526 4.539
H 2.370 -0.848 5.040
H 3.698 -1.384 2.354
H 3.202 0.125 3.176
H 1.069 -0.728 2.699
H 4.650 -0.638 4.945
C -0.521 5.057 2.248
C -0.689 3.619 2.863
O -1.140 2.654 1.906
O -1.693 5.646 1.762
H 0.195 4.970 1.447
H -0.197 5.606 3.079
H -1.345 3.664 3.705
H 0.365 3.349 3.115
H -2.056 2.862 1.560
H -1.897 5.414 0.855
C -0.391 3.137 -2.446
C 1.067 3.554 -2.560
O 1.905 2.523 -3.096
O -1.151 3.215 -3.616
H -0.931 3.848 -1.817
H -0.517 2.165 -1.854
H 1.549 3.803 -1.630
H 1.075 4.449 -3.234
H 1.621 2.168 -3.980
H -0.780 2.675 -4.330
C -2.492 -2.032 -4.163
C -2.218 -3.522 -4.093
O -2.654 -4.157 -2.906
O -2.163 -1.662 -5.517
H -1.865 -1.545 -3.447
H -3.524 -1.781 -3.894
H -1.127 -3.722 -4.091
H -2.643 -3.918 -4.979
H -3.612 -4.381 -3.036
H -2.303 -0.729 -5.585
C 4.408 1.299 0.765
C 3.536 2.283 1.562
O 2.984 3.269 0.677
O 5.449 1.993 0.024
H 3.867 0.744 -0.004
H 5.039 0.609 1.338
H 4.026 2.725 2.447
H 2.675 1.737 1.935
H 3.732 3.517 0.096
H 5.042 2.106 -0.877
C 0.874 0.126 -0.232
C -0.603 0.134 0.013
O -1.232 -0.550 -1.077
O 1.447 -1.241 -0.355
H 1.307 0.658 0.605
H 1.123 0.583 -1.255
H -0.794 1.202 0.093
H -0.875 -0.373 0.906
H -0.891 -0.307 -1.965
H 1.414 -1.511 0.614
C -3.836 0.135 1.299
C -3.793 1.258 0.313
O -3.769 2.558 0.922
O -5.108 0.185 1.942
H -3.036 0.246 2.040
H -3.785 -0.866 0.894
H -4.632 1.271 -0.383
H -2.843 1.302 -0.173
H -4.505 2.612 1.624
H -4.934 -0.148 2.805
*
```